# 1
DFT (ωB97M-V/def2-TZVPD) results for an isolated molecule of C5H8O2 in a non-equilibrium geometry.

```
15
Properties=species:S:1:pos:R:3:forces:R:3:lowdin_charge:R:1
C -1.0671 -0.9974 1.6176 -2.0045 3.3958 4.0544 -0.356
C 0.3196 1.0665 0.8238 0.4773 -1.1182 2.1678 -0.062
C 0.4384 0.3171 -0.4445 0.9716 -0.5480 0.2299 -0.424
C 1.4642 -0.4920 -0.6813 0.1099 0.5171 -0.1955 0.046
C -0.5704 0.3117 -1.5206 1.0230 1.8270 -0.8253 -0.065
O -0.8604 -1.9058 0.9252 1.1458 -1.1474 -1.8360 0.118
O -0.4052 0.2173 1.9454 -0.0902 -0.2853 -2.7050 -0.097
H 1.3474 1.1965 1.3162 -1.6584 0.2454 -0.8763 0.139
H -0.2587 2.0166 0.6771 0.5270 -0.9141 0.5925 0.131
H 1.5666 -0.8742 -1.7238 0.2069 -0.2828 1.2826 0.098
H 2.0957 -0.7349 0.1540 0.8303 -0.1105 -0.3096 0.075
H -1.9767 -0.9476 2.3426 1.1403 -0.3033 -0.8930 0.154
H -0.5422 -0.6942 -1.7897 -1.3766 -1.6388 -0.6007 0.052
H -0.0246 0.7718 -2.3768 -1.1250 0.4111 0.2502 0.103
H -1.5266 0.7487 -1.2651 -0.1775 -0.0478 -0.3361 0.089
```
Positions in Å, forces in eV/Å.

## Properties
**E_tot**: -345.7098 a.u.
**Energy above the lowest of the compared OMol25 structures with the same formula, charge and spin**: 2.588 eV
**Net charge**: 0
**E_LUMO**: 0.87 eV
**SMILES**: C=C(C)COC=O

***

# 2
DFT (ωB97M-V/def2-TZVPD) results for a structure of composition C5H8O2.

```
15
Properties=species:S:1:pos:R:3:forces:R:3:lowdin_charge:R:1
C 1.5561 -0.5986 0.4271 -0.0420 -0.0767 0.0110 -0.010
C 0.1344 -0.1806 0.1176 0.2072 0.1484 0.1444 -0.520
C -0.6365 0.5176 1.2291 0.0470 0.1053 0.0704 -0.008
C -0.1024 0.5124 -1.2250 -0.0083 0.1397 -0.1368 0.004
C -1.3419 -0.3539 -1.2239 -0.4411 -0.0938 -0.4948 -0.479
O -2.4391 -0.3305 -1.6922 0.7338 -0.3096 0.2370 0.146
O -0.7950 -1.2507 -0.3213 -0.2592 -0.0336 -0.1902 0.050
H 1.9729 -1.2267 -0.3662 -0.1611 0.0688 0.0701 0.090
H 2.1715 0.3082 0.4850 -0.1303 -0.1329 0.0203 0.095
H 1.6560 -1.1263 1.3792 -0.1477 0.0275 -0.0981 0.086
H -0.2749 1.5245 1.4480 0.1938 -0.1437 0.0731 0.094
H -1.6707 0.6081 0.8804 0.0970 0.1357 0.2634 0.094
H -0.6475 -0.0950 2.1342 0.0788 0.1280 -0.0614 0.095
H -0.1346 1.6017 -1.2770 -0.2646 -0.1938 -0.0476 0.130
H 0.5517 0.0898 -1.9949 0.0967 0.2305 0.1392 0.133
```
Positions in Å, forces in eV/Å.

## Properties
**E_tot**: -345.7853 a.u.
**Energy above the lowest of the compared OMol25 structures with the same formula, charge and spin**: 0.536 eV
**Net charge**: 0
**E_LUMO**: 0.75 eV

***

# 3
DFT (ωB97M-V/def2-TZVPD) results for a structure of composition C5H8O2.

```
15
Properties=species:S:1:pos:R:3:forces:R:3:lowdin_charge:R:1
C -1.9362 -0.2410 -0.1209 0.0216 -0.0322 -0.0417 -0.022
C -0.7140 0.6299 0.0337 -0.2653 0.0117 -0.2324 -0.280
O -0.2515 0.6949 1.4088 -0.0357 0.0872 0.1184 -0.030
C 1.0615 0.4252 0.9700 0.3912 0.1926 0.1898 -0.211
C 1.1882 -0.9351 0.3370 -0.0004 -0.1269 0.1267 0.006
C 0.6821 0.2279 -0.4580 -0.1152 0.0312 0.2423 -0.400
O 1.1669 0.7634 -1.6385 0.2115 -0.1592 -0.0882 0.051
H -1.7137 -1.2925 0.0887 -0.0147 0.1662 -0.0311 0.077
H -2.6967 0.0932 0.5935 0.0706 -0.0530 -0.1569 0.087
H -2.3421 -0.1546 -1.1334 0.0402 -0.0336 0.1168 0.085
H -0.9005 1.6545 -0.3072 -0.0529 -0.0979 -0.0424 0.157
H 1.9150 0.9450 1.3893 -0.1740 -0.0596 0.1854 0.154
H 2.2437 -1.1795 0.3017 -0.0316 -0.1190 -0.5521 0.112
H 0.5315 -1.7651 0.5903 0.1003 0.1559 0.1125 0.109
H 1.7658 0.1338 -2.0549 -0.1457 0.0366 0.0529 0.104
```
Positions in Å, forces in eV/Å.

## Properties
**E_tot**: -345.7094 a.u.
**Energy above the lowest of the compared OMol25 structures with the same formula, charge and spin**: 2.601 eV
**Net charge**: 0
**E_LUMO**: 0.84 eV

***

# 4
DFT (ωB97M-V/def2-TZVPD) results for a structure of composition C5H8O2.

```
15
Properties=species:S:1:pos:R:3:forces:R:3:lowdin_charge:R:1
O 2.3713 0.4065 0.2141 0.2387 0.0058 -0.1178 -0.057
C 1.3693 -0.5368 -0.1161 -0.3477 -0.2819 -0.1300 -0.233
C 0.0681 -0.0968 0.5335 -0.0155 -0.1216 -0.0058 -0.267
C -0.5241 1.2091 -0.0012 0.0309 -0.0327 0.2526 0.001
C -1.9931 -0.2553 -0.6511 0.2124 0.4623 0.1794 0.131
C -1.0945 -1.0166 0.1752 -0.1081 -0.4062 -0.1116 -0.528
O -1.2796 -2.1893 0.4464 0.2606 0.3971 0.1807 0.060
H 3.1814 0.1578 -0.2484 -0.1251 0.1107 0.1350 0.093
H 1.6143 -1.5451 0.2495 -0.0248 0.2122 -0.0531 0.133
H 1.2199 -0.6008 -1.2056 0.0726 0.0374 0.1321 0.136
H 0.2173 -0.0517 1.6206 -0.1182 -0.0275 -0.2203 0.163
H -0.9377 1.8854 0.7464 -0.1142 -0.2484 -0.1222 0.104
H 0.1657 1.7638 -0.6529 -0.4459 -0.2292 -0.1356 0.114
H -1.3972 0.9101 -0.8771 0.3254 -0.0891 0.1441 0.073
H -2.9813 -0.0401 -0.2333 0.1588 0.2111 -0.1275 0.076
```
Positions in Å, forces in eV/Å.

## Properties
**E_tot**: -345.6422 a.u.
**Energy above the lowest of the compared OMol25 structures with the same formula, charge and spin**: 4.429 eV
**Net charge**: 0
**E_LUMO**: 0.00 eV

***

# 5
DFT (ωB97M-V/def2-TZVPD) results for an isolated molecule of C5H8O2.

```
15
Properties=species:S:1:pos:R:3:forces:R:3:lowdin_charge:R:1
C -1.5116 -0.6934 -0.0891 -0.0328 -0.0713 -0.0001 0.000
C -0.4517 0.4010 -0.1021 -0.0157 -0.2067 0.0339 -0.513
O -1.0432 1.6489 -0.3396 0.0618 0.0950 -0.1660 0.023
C 0.5569 0.2780 1.0817 -0.0577 0.0750 0.2511 -0.078
C 1.5442 -0.5009 0.1683 0.1515 -0.0823 -0.0192 -0.061
C 0.7522 0.0896 -0.9883 0.1314 0.1368 -0.5125 -0.345
O 1.0348 0.5021 -2.0847 -0.1265 -0.2303 0.5292 0.123
H -2.2769 -0.4273 0.6465 0.0994 -0.0408 -0.0840 0.094
H -1.9853 -0.7766 -1.0720 0.0557 0.0409 0.1371 0.093
H -1.0911 -1.6681 0.1819 -0.0385 0.1479 -0.0407 0.089
H -0.6877 1.9710 -1.1814 -0.0812 0.0366 0.1194 0.104
H 0.9384 1.2639 1.3601 -0.0440 -0.1656 -0.0419 0.123
H 0.1957 -0.2555 1.9645 0.0298 0.1316 -0.1277 0.114
H 2.6065 -0.2481 0.1923 -0.1629 -0.0356 0.0111 0.117
H 1.4188 -1.5848 0.2619 0.0299 0.1687 -0.0898 0.118
```
Positions in Å, forces in eV/Å.

## Properties
**E_tot**: -345.7692 a.u.
**Energy above the lowest of the compared OMol25 structures with the same formula, charge and spin**: 0.972 eV
**Net charge**: 0
**E_LUMO**: 0.91 eV
**SMILES**: C[C@@]1(O)CCC1=O

***

# 6
DFT (ωB97M-V/def2-TZVPD) results for an isolated molecule of C5H8O2 in a non-equilibrium geometry.

```
15
Properties=species:S:1:pos:R:3:forces:R:3:lowdin_charge:R:1
O -1.5488 -0.3446 1.6513 -0.7312 0.3356 0.2555 -0.064
C -1.4016 0.5907 0.5835 0.2171 -0.2407 -0.2496 -0.218
C 0.0620 0.3469 0.3093 0.1152 -0.1191 -0.0358 -0.217
C 0.5668 -1.1115 -0.1340 0.0126 0.1398 0.0272 -0.094
C 1.3750 -0.4270 -1.2573 0.2422 0.0613 -0.4078 -0.096
C 0.5519 0.8201 -1.0329 0.0549 0.3327 -0.3063 -0.393
O 0.1921 1.7264 -1.7380 0.2011 -0.2168 0.1845 0.110
H -2.4553 -0.5139 1.9088 -0.3360 0.2378 -0.1165 0.086
H -1.6249 1.6743 0.7878 0.3007 -1.0004 0.4206 0.138
H -1.9896 0.3727 -0.3250 -0.0430 -0.3889 0.3982 0.128
H 0.6087 0.7487 1.1721 0.2448 -0.2158 -0.3129 0.159
H 1.1945 -1.7324 0.5252 -0.4506 0.6140 0.1557 0.109
H -0.2097 -1.7819 -0.5372 -0.0040 0.5830 0.2254 0.116
H 1.3414 -0.8364 -2.2622 0.1455 -0.0756 -0.0823 0.114
H 2.4044 -0.2452 -0.9398 0.0307 -0.0468 -0.1558 0.122
```
Positions in Å, forces in eV/Å.

## Properties
**E_tot**: -345.7479 a.u.
**Energy above the lowest of the compared OMol25 structures with the same formula, charge and spin**: 1.552 eV
**Net charge**: 0
**E_LUMO**: 0.79 eV
**SMILES**: O=C1CC[C@@H]1CO